Here is a molecular structure, C39H65Br9Cl6NO12 at a distorted geometry from the OMol25 dataset. Energies are from wB97M-V/def2-TZVPD.

Element x y z (Å)
H  -5.759  -2.447  -3.503
H  5.232  -2.958  -1.084
Cl  5.744  5.189  -0.922
C  -1.358  -0.783  0.646
H  1.143  -8.335  1.648
H  -0.600  -2.121  -3.998
H  4.208  0.807  -2.848
Br  -1.631  -3.947  -2.630
H  -2.595  2.627  -4.548
H  -0.455  -8.384  -0.162
H  1.655  0.568  -2.566
H  4.824  2.462  -2.672
O  -0.388  -4.318  0.733
H  -6.722  -2.593  -1.465
Br  1.117  1.415  -7.967
C  -2.001  6.689  -1.577
Br  3.068  1.432  -5.591
C  -3.628  -2.917  4.515
H  0.480  -2.846  6.329
H  0.766  -7.506  -1.143
C  -4.176  -1.407  -2.239
C  -1.011  -3.078  -4.270
C  -0.560  -0.896  6.401
Cl  3.297  5.511  0.580
C  1.450  2.113  4.889
O  4.047  3.548  3.025
H  0.480  7.625  -0.544
H  4.264  1.324  4.905
Br  -5.159  -3.995  4.056
C  2.226  0.849  4.499
C  -0.378  -2.363  6.780
H  -0.823  -3.178  8.708
H  -1.668  -1.751  0.244
H  -1.945  0.735  -3.128
H  1.667  0.352  3.685
H  -2.117  -1.389  8.932
H  2.781  -0.035  -0.484
C  -1.126  -1.065  8.642
H  1.061  -1.093  -2.263
C  0.930  -6.134  1.707
O  -1.512  4.303  -1.224
C  1.254  -7.473  1.004
H  -0.954  2.808  -5.131
H  3.033  3.058  -7.496
H  -0.561  1.115  0.033
C  2.279  2.529  -6.945
C  5.593  -2.374  -1.921
H  -3.423  -3.073  5.556
H  -1.216  8.742  -1.831
H  0.696  -2.302  8.717
H  -1.004  7.675  -3.210
C  -4.974  -2.603  -2.777
O  -0.635  0.119  -5.540
Br  -2.147  -3.501  3.377
C  2.754  2.338  -2.062
Cl  -4.072  4.409  0.420
H  -0.614  -0.392  9.317
H  1.317  -2.043  1.146
C  0.936  -1.025  1.165
C  -0.980  7.716  -2.118
C  3.386  2.793  3.719
Cl  4.180  -1.731  -2.761
O  0.132  5.709  -1.434
H  -3.388  2.302  -0.486
O  2.245  3.212  4.343
H  -5.396  -2.235  0.569
N  0.851  -0.438  -0.244
C  -4.823  -2.502  -0.307
H  0.487  2.293  4.438
H  1.803  -5.492  1.657
O  -1.167  -0.284  7.431
H  -2.317  -0.303  0.836
H  4.555  1.474  -1.236
H  1.448  2.207  5.974
H  4.066  0.810  3.201
H  -2.255  6.927  -0.539
H  -5.066  2.391  0.011
H  -0.606  1.971  -2.911
H  0.344  -6.159  2.623
C  -5.716  -3.022  -1.456
Br  1.267  4.001  -6.153
H  -1.306  -2.755  6.353
H  0.703  1.780  -1.808
C  1.688  1.292  -1.745
H  -2.743  0.339  -5.685
C  3.602  1.325  4.030
C  -0.256  0.312  -4.250
O  -4.014  -1.471  -0.894
C  4.169  1.704  -2.240
H  -4.117  -3.323  -0.102
Cl  -3.592  1.867  1.799
Cl  6.454  -3.557  -2.900
C  0.236  -7.545  -0.188
O  -0.574  -6.323  -0.139
H  -4.316  -3.398  -3.112
C  -1.165  1.340  -3.597
O  -3.781  -0.476  -2.907
C  -0.064  -5.452  0.745
C  -0.423  -0.808  1.823
C  -4.055  2.658  0.291
H  -5.841  -4.103  -1.431
H  1.140  7.365  -2.227
H  1.963  1.229  0.442
C  -1.810  0.889  -5.828
C  1.068  -1.500  -1.258
H  2.417  2.759  -3.011
H  2.771  3.123  -1.310
H  -1.735  1.188  -6.870
H  1.734  -0.433  1.621
Br  -3.982  -1.052  4.252
H  5.447  5.163  1.357
C  -0.294  -2.328  8.280
H  0.252  -2.179  -1.046
C  -0.577  0.071  -0.311
C  0.327  7.177  -1.529
Br  0.395  -4.099  -5.059
H  2.240  -7.355  0.572
C  -1.156  5.402  -1.435
H  -0.378  0.170  2.330
H  -0.924  0.129  -1.346
H  4.756  3.706  0.674
H  -0.677  -1.451  2.671
Br  -2.562  -2.822  -5.397
C  -1.712  2.067  -4.854
H  2.077  -1.839  -1.056
H  6.208  -1.568  -1.551
O  0.564  -0.369  -3.727
C  4.869  4.766  0.541
O  -0.398  -0.328  5.379
H  2.190  0.049  5.232
C  1.873  0.576  -0.428
H  -2.831  6.436  -2.218

The calculation puts the LUMO energy at -1.91 eV. The charge is +1.

***

Here is a molecular structure, C39H66KN2O8SbSi3 at a distorted geometry from the OMol25 dataset. Energies are from wB97M-V/def2-TZVPD.

Element x y z (Å)
C  -0.931  -6.299  -2.512
H  -4.160  -0.878  -0.537
H  -2.663  -6.832  1.555
H  -1.027  -6.531  -3.583
C  3.259  3.633  -1.278
C  1.424  -0.922  4.069
O  4.463  6.156  -1.385
C  -1.698  2.789  -0.154
H  -1.011  4.631  -3.279
H  -3.792  0.869  1.787
Sb  -0.204  -3.995  -0.289
C  -2.982  3.924  2.470
C  2.831  2.336  1.061
H  -3.097  3.726  3.540
H  -2.469  -4.016  -2.625
H  0.342  3.400  2.427
H  5.444  5.432  0.262
H  3.924  2.874  -7.042
C  -0.295  4.404  -2.484
C  -2.759  0.944  2.137
H  -1.551  1.956  -3.437
C  1.653  -6.584  0.118
H  0.271  1.640  2.484
H  1.045  4.664  0.476
H  3.953  6.968  -1.356
C  2.019  1.510  -4.829
C  1.580  -5.085  0.413
C  0.137  5.261  0.359
H  3.705  -4.789  0.310
H  -3.323  -3.607  -0.060
C  0.650  0.219  -3.368
C  -4.624  1.921  -0.940
H  1.342  -3.728  -2.891
H  -2.234  0.043  1.812
H  -3.192  1.301  -3.583
H  3.319  2.860  -3.812
H  -2.092  6.650  -1.356
H  1.646  -3.790  2.174
H  0.604  0.018  -5.502
H  -0.240  -7.024  -2.087
H  0.736  -4.818  -4.147
C  -0.313  2.552  2.647
H  -3.280  5.371  -1.652
N  1.142  0.804  -2.287
H  2.573  -5.293  2.314
H  -2.881  -1.844  -1.297
H  0.814  -5.329  2.450
H  2.792  -3.343  -0.148
H  -3.979  3.957  2.019
O  0.722  -0.901  5.072
C  -3.363  -0.862  -1.291
H  -5.206  1.337  -1.661
C  1.644  -4.855  1.924
H  -1.531  -4.203  -4.111
H  -1.953  -3.161  2.070
Si  -1.130  4.391  -0.765
C  3.548  3.520  1.080
C  2.543  2.117  -3.703
C  -3.182  -4.676  0.112
H  -4.960  1.650  0.064
H  -2.986  5.924  -0.004
H  -2.545  4.922  2.360
H  -1.170  -2.885  -2.982
H  2.646  1.789  1.978
Si  -1.919  2.571  1.641
H  -4.012  -5.012  0.748
H  2.664  -6.936  0.361
C  2.165  -1.233  1.831
H  -2.777  0.907  3.232
C  -0.456  -4.854  -2.344
O  4.439  -0.491  2.156
C  -1.466  -3.937  -3.047
C  3.737  4.203  -0.113
H  -0.252  5.474  1.359
H  -1.904  -6.476  -2.059
O  -0.144  -1.676  2.371
C  -2.502  5.712  -0.963
H  0.473  5.185  -2.496
H  1.723  2.672  -6.579
C  2.814  -4.431  -0.222
H  3.383  4.157  -2.213
H  -2.948  3.037  -3.370
K  0.211  -0.097  0.257
C  4.418  5.546  -0.099
C  -1.745  -6.469  1.070
O  3.748  2.469  -6.189
H  -0.541  2.566  3.717
H  -3.832  -0.714  -2.274
Si  -2.731  1.774  -1.199
H  0.413  6.216  -0.104
N  2.328  1.808  -0.049
H  -4.878  2.976  -1.089
H  1.490  -6.808  -0.934
H  0.952  -7.175  0.704
C  0.883  -4.706  -3.064
C  2.575  2.416  -1.205
H  3.891  6.186  0.614
H  -0.114  -0.536  -3.195
H  2.929  -4.721  -1.271
O  -2.394  0.110  -1.005
C  2.068  1.751  -2.440
H  -1.049  -4.452  2.799
H  1.595  -5.471  -2.745
O  3.552  -0.142  4.927
C  2.866  -0.544  4.000
H  2.386  1.056  -6.879
C  2.436  1.924  -6.212
C  -1.920  -4.247  2.177
H  -0.918  -6.697  1.744
C  -2.575  2.051  -3.074
H  -1.604  -7.042  0.153
H  3.917  3.905  2.023
C  1.047  0.533  -4.658
H  0.188  3.460  -2.739
H  -2.814  -4.578  2.724
H  -3.276  -5.190  -0.842
C  -1.859  -4.968  0.826
O  2.161  -1.517  0.604
C  3.315  -0.734  2.591
C  1.012  -1.317  2.712

The calculation puts the LUMO energy at 3.37 eV. The charge is -2.

***

Here is a molecular structure, C39H66N7O5PdS4 at a distorted geometry from the OMol25 dataset. Energies are from wB97M-V/def2-TZVPD.

Element x y z (Å)
H  -3.947  -5.752  1.838
N  4.013  -2.790  3.905
H  2.420  5.071  -0.906
C  -1.545  3.114  2.241
C  3.596  -1.553  2.093
C  5.949  3.068  -0.805
N  1.667  -4.234  2.269
H  1.437  -1.406  -0.045
H  0.070  3.999  -0.272
C  5.747  2.438  0.464
H  -1.311  4.036  2.774
C  -0.036  0.610  -0.556
H  3.956  -3.116  -1.372
C  0.207  -5.942  2.357
C  -3.672  2.046  3.951
H  4.406  0.939  -3.063
H  -0.675  -6.525  2.580
C  -0.561  -0.406  4.743
C  -0.507  2.083  -5.888
H  -5.620  3.317  0.069
H  -2.213  -1.024  -4.804
H  4.454  -3.360  4.613
C  -3.503  -3.114  -3.389
C  0.461  -4.631  2.784
H  4.549  3.627  -2.310
O  -4.130  1.259  -1.182
H  1.047  0.688  -0.646
H  -0.980  2.294  2.683
N  -1.348  -0.809  3.739
H  3.168  -5.138  1.051
C  -4.181  -4.733  2.145
H  6.803  3.393  -1.380
C  5.321  -1.014  -3.464
H  2.034  -3.294  2.306
H  -0.070  -2.208  -0.520
H  -5.704  4.521  -1.358
O  -4.287  -2.338  0.733
C  -0.316  -0.415  0.576
H  0.031  0.482  4.571
H  2.931  -0.560  -1.368
H  -4.253  4.184  -0.346
H  -2.726  2.641  -3.644
H  -3.472  0.974  3.936
H  5.778  -3.036  -3.059
C  -0.710  5.938  -0.983
H  -1.447  -0.364  2.838
H  -2.822  -2.271  3.520
C  -0.805  -1.170  5.858
N  1.300  6.835  -1.265
H  5.438  -2.923  2.341
C  -5.147  3.764  -0.806
C  -3.139  3.228  -2.824
H  0.955  2.372  -2.921
O  -3.887  -1.186  -1.563
N  0.076  0.845  -5.667
C  0.592  2.145  -3.912
H  -0.456  -1.016  6.868
H  -5.204  -4.689  2.519
C  0.774  0.946  -4.539
C  2.714  -1.135  3.044
H  2.573  -1.731  5.179
Pd  -3.905  -0.276  0.254
C  0.228  4.988  -0.677
C  3.763  2.686  -0.596
H  -3.338  -4.436  2.770
H  -1.234  3.263  1.207
C  2.215  -5.313  1.527
C  -1.703  -2.168  5.456
H  -4.051  -3.789  -2.731
C  0.437  -1.683  0.289
H  6.582  2.021  1.008
C  -2.724  -0.563  -3.959
C  1.448  5.540  -0.940
C  2.992  -1.885  4.195
N  5.274  -2.199  -2.802
H  -3.412  4.220  -3.184
C  -0.059  7.081  -1.286
C  3.768  -0.878  -1.972
S  -4.008  -3.826  0.563
H  1.201  0.037  -4.141
C  1.379  -6.386  1.732
H  2.766  2.544  -0.985
O  -3.565  1.595  1.331
C  4.492  -0.116  -2.848
H  3.934  1.538  1.352
C  4.306  -2.228  -1.877
H  -0.477  1.607  -0.541
S  -2.794  -1.719  -2.470
H  0.183  -0.002  -6.207
H  -2.313  3.260  -2.114
C  -0.144  2.891  -4.797
H  -1.919  -3.807  -0.809
N  4.707  3.309  -1.364
H  -4.696  2.286  4.236
C  4.489  -2.496  2.630
H  -0.196  -3.913  3.251
H  -1.779  5.786  -1.014
H  -3.673  -0.223  -4.375
H  -2.946  2.582  4.561
H  -2.163  0.260  -3.518
H  0.401  -2.279  1.202
O  -1.728  -0.572  0.742
H  -1.951  -4.959  0.544
H  -0.952  2.333  -6.840
C  4.374  2.131  0.564
H  -0.406  3.923  -4.615
S  -4.617  2.410  -1.973
H  -1.677  -3.319  0.881
S  -3.389  2.775  2.298
H  0.169  -0.037  1.476
H  -0.375  0.215  -1.514
C  -2.133  -1.808  4.211
H  5.908  -0.844  -4.354
H  2.050  -0.286  2.977
H  -0.499  8.018  -1.595
H  -2.684  -3.525  -3.978
H  3.712  -1.173  1.089
H  1.538  -7.367  1.308
H  2.034  7.504  -1.452
H  -4.267  -2.723  -4.061
C  -2.252  -3.964  0.217
H  -2.111  -3.015  5.988

The calculation puts the LUMO energy (alpha / beta) at -1.67 / -3.28 eV. As for the multiplicity: 3. The charge is +1.

***

no.,energy (hartree)
1,-28409.737491
2,-3945.965573
3,-4005.204770